[1]
{"formula": "C21H17BN4NiO5", "method": "ωB97M-V/def2-TZVPD", "e_lumo_ev": [4.66, 4.65], "spin_multiplicity": 3, "orbital_gap_ev": [6.7, 6.6], "total_charge": -2, "de_lowest_ev": 0.113, "total_energy_ha": -2939.0189, "symbols": ["C", "H", "H", "C", "N", "H", "H", "C", "C", "B", "H", "H", "Ni", "N", "C", "O", "C", "C", "C", "C", "O", "N", "C", "C", "C", "H", "C", "H", "C", "H", "H", "C", "C", "C", "H", "H", "O", "C", "C", "H", "H", "N", "C", "H", "O", "C", "O", "H", "H"], "coordinates": [[-1.528, 4.728, -0.236], [-2.233, -5.440, -0.840], [0.633, 4.798, -0.295], [2.395, 0.003, -4.919], [-1.501, -2.201, -0.653], [2.702, -0.099, -0.937], [2.517, -0.372, 1.911], [-3.594, 1.539, -0.375], [0.062, 0.063, -3.241], [-1.146, -4.922, -0.615], [0.990, 0.134, -6.552], [0.841, 2.325, -0.412], [-1.274, -0.171, -0.537], [1.222, -0.470, 0.945], [1.106, 0.093, -5.473], [-3.277, 0.321, -0.494], [1.932, -0.762, 3.651], [-0.133, 2.801, -0.364], [1.660, -0.152, -1.259], [-0.100, -1.504, 5.429], [-1.009, -0.269, 1.546], [-1.186, 1.990, -0.369], [-1.339, -3.341, -0.629], [-0.397, -1.182, 4.111], [-2.622, 3.884, -0.251], [-1.658, 5.802, -0.177], [0.596, -0.803, 3.215], [3.265, -1.013, 5.299], [-0.010, 0.127, -4.671], [-1.414, -1.216, 3.736], [-0.733, -5.253, 0.486], [1.391, -0.044, -2.689], [-2.411, 2.513, -0.323], [2.502, -0.061, -3.543], [-1.005, 0.197, -5.096], [1.476, -1.676, 6.887], [-1.010, 0.129, -2.552], [-0.254, 4.178, -0.299], [2.228, -1.060, 4.983], [-3.645, 4.230, -0.210], [-0.883, -1.818, 6.108], [0.777, -0.328, -0.363], [1.222, -1.432, 5.860], [3.487, -0.142, -3.088], [2.938, -0.435, 2.824], [0.204, -0.492, 1.805], [-4.719, 2.052, -0.303], [-0.342, -5.219, -1.487], [3.277, -0.029, -5.549]], "lowdin_charge": [-0.0819, -0.0236, 0.0920, -0.1539, 0.1179, 0.1182, 0.0503, -0.6065, -0.3637, -0.4677, 0.0828, 0.1058, 0.5669, 0.0429, -0.1373, -0.0457, -0.2898, -0.0992, -0.0991, -0.1155, -0.0507, 0.0960, -0.1951, -0.0255, -0.0112, 0.0929, -0.0715, 0.1014, -0.0359, 0.1165, -0.0234, -0.1420, -0.1510, -0.0964, 0.1000, 0.0855, -0.0977, -0.0742, -0.0422, 0.1075, 0.0848, -0.0373, -0.1227, 0.0942, 0.0169, -0.4402, -0.0200, -0.0234, 0.0719]}

=====

[2]
{"formula": "C21H25NO8", "method": "ωB97M-V/def2-TZVPD", "smiles": "CCOC(=O)c1c(C)n(C[C@@H](COC(C)=O)OC(C)=O)c2ccc(OC(C)=O)cc12", "e_lumo_ev": 0.61, "spin_multiplicity": 1, "orbital_gap_ev": 8.8, "total_charge": 0, "de_lowest_ev": 0.000, "total_energy_ha": -1471.9942, "symbols": ["H", "H", "H", "C", "H", "O", "O", "C", "H", "C", "C", "H", "O", "O", "H", "O", "C", "H", "H", "C", "H", "H", "C", "C", "C", "C", "H", "C", "H", "H", "O", "C", "N", "H", "C", "H", "C", "O", "H", "H", "C", "C", "H", "C", "O", "C", "H", "H", "H", "C", "H", "H", "C", "H", "C"], "coordinates": [[-4.295, 4.848, 1.259], [5.328, -0.093, 2.577], [-4.395, 5.149, -0.477], [1.698, -1.222, -1.819], [6.783, 0.760, 2.028], [-1.466, 4.349, 0.529], [2.713, 0.122, 1.817], [2.207, 2.357, 1.066], [-0.562, -4.156, -0.175], [-2.571, -2.438, 0.427], [2.681, -0.832, -0.702], [-3.390, 0.603, 0.239], [5.294, 1.190, -0.067], [4.986, -1.034, 0.011], [-6.486, -3.389, 1.056], [-3.046, 3.082, -0.455], [-2.474, 0.781, -0.297], [0.842, 1.517, -2.234], [2.510, -1.446, 0.195], [-5.653, -2.942, 0.520], [-0.768, 3.322, -1.766], [2.207, 2.631, 2.116], [-1.551, -1.653, -0.257], [-0.352, -2.145, -0.741], [-0.971, 2.315, -1.438], [6.111, -0.066, 1.819], [-5.164, -3.708, -0.077], [2.476, 0.892, 0.924], [1.909, -2.238, -2.154], [-5.136, -1.589, 2.136], [-3.596, -1.678, 0.849], [-3.730, 5.156, 0.381], [0.344, -1.140, -1.347], [2.988, 2.903, 0.540], [4.147, -0.993, -1.132], [6.637, -1.015, 1.832], [-4.662, -2.351, 1.513], [-2.522, -3.636, 0.611], [-3.328, 6.150, 0.551], [1.825, -0.533, -2.657], [-1.578, -0.250, -0.562], [-2.600, 4.183, 0.171], [4.294, -1.941, -1.651], [-2.145, 2.050, -0.729], [2.427, 0.527, -0.369], [-0.073, 1.305, -1.705], [4.435, -0.151, -1.772], [0.356, -3.927, -1.670], [-6.030, -2.165, -0.142], [0.174, -3.531, -0.671], [1.107, -3.567, -0.110], [-4.245, -3.142, 2.145], [5.437, 0.139, 0.497], [1.249, 2.606, 0.614], [-0.374, 0.030, -1.247]], "lowdin_charge": [0.0920, 0.0910, 0.0858, -0.0529, 0.0903, 0.1126, 0.1152, 0.0509, 0.0740, -0.4286, -0.2335, 0.1209, 0.1138, 0.0081, 0.0760, 0.0611, 0.0806, 0.1144, 0.1589, -0.0609, 0.1224, 0.0938, -0.0164, -0.1671, -0.0097, 0.0337, 0.0746, -0.5184, 0.1310, 0.1232, -0.0137, 0.0260, 0.0106, 0.0959, -0.0928, 0.0880, -0.2163, 0.0897, 0.0873, 0.1424, -0.0771, -0.5256, 0.1394, -0.2225, 0.0132, -0.0024, 0.1423, 0.0926, 0.0772, 0.0103, 0.0893, 0.1209, -0.5379, 0.0803, -0.1537]}

=====

Repeat the first record exactly.
{"formula": "C21H17BN4NiO5", "method": "ωB97M-V/def2-TZVPD", "e_lumo_ev": [4.66, 4.65], "spin_multiplicity": 3, "orbital_gap_ev": [6.7, 6.6], "total_charge": -2, "de_lowest_ev": 0.113, "total_energy_ha": -2939.0189, "symbols": ["C", "H", "H", "C", "N", "H", "H", "C", "C", "B", "H", "H", "Ni", "N", "C", "O", "C", "C", "C", "C", "O", "N", "C", "C", "C", "H", "C", "H", "C", "H", "H", "C", "C", "C", "H", "H", "O", "C", "C", "H", "H", "N", "C", "H", "O", "C", "O", "H", "H"], "coordinates": [[-1.528, 4.728, -0.236], [-2.233, -5.440, -0.840], [0.633, 4.798, -0.295], [2.395, 0.003, -4.919], [-1.501, -2.201, -0.653], [2.702, -0.099, -0.937], [2.517, -0.372, 1.911], [-3.594, 1.539, -0.375], [0.062, 0.063, -3.241], [-1.146, -4.922, -0.615], [0.990, 0.134, -6.552], [0.841, 2.325, -0.412], [-1.274, -0.171, -0.537], [1.222, -0.470, 0.945], [1.106, 0.093, -5.473], [-3.277, 0.321, -0.494], [1.932, -0.762, 3.651], [-0.133, 2.801, -0.364], [1.660, -0.152, -1.259], [-0.100, -1.504, 5.429], [-1.009, -0.269, 1.546], [-1.186, 1.990, -0.369], [-1.339, -3.341, -0.629], [-0.397, -1.182, 4.111], [-2.622, 3.884, -0.251], [-1.658, 5.802, -0.177], [0.596, -0.803, 3.215], [3.265, -1.013, 5.299], [-0.010, 0.127, -4.671], [-1.414, -1.216, 3.736], [-0.733, -5.253, 0.486], [1.391, -0.044, -2.689], [-2.411, 2.513, -0.323], [2.502, -0.061, -3.543], [-1.005, 0.197, -5.096], [1.476, -1.676, 6.887], [-1.010, 0.129, -2.552], [-0.254, 4.178, -0.299], [2.228, -1.060, 4.983], [-3.645, 4.230, -0.210], [-0.883, -1.818, 6.108], [0.777, -0.328, -0.363], [1.222, -1.432, 5.860], [3.487, -0.142, -3.088], [2.938, -0.435, 2.824], [0.204, -0.492, 1.805], [-4.719, 2.052, -0.303], [-0.342, -5.219, -1.487], [3.277, -0.029, -5.549]], "lowdin_charge": [-0.0819, -0.0236, 0.0920, -0.1539, 0.1179, 0.1182, 0.0503, -0.6065, -0.3637, -0.4677, 0.0828, 0.1058, 0.5669, 0.0429, -0.1373, -0.0457, -0.2898, -0.0992, -0.0991, -0.1155, -0.0507, 0.0960, -0.1951, -0.0255, -0.0112, 0.0929, -0.0715, 0.1014, -0.0359, 0.1165, -0.0234, -0.1420, -0.1510, -0.0964, 0.1000, 0.0855, -0.0977, -0.0742, -0.0422, 0.1075, 0.0848, -0.0373, -0.1227, 0.0942, 0.0169, -0.4402, -0.0200, -0.0234, 0.0719]}